9
Properties=species:S:1:pos:R:3 method="wB97M-V/def2-TZVPD" gap_ev=10.0 smiles=C#CI.C fmax_ev_per_a=1.967 e_tot_ha=-414.89850
C 1.042 -1.798 0.418
C -0.086 -2.194 0.447
C -0.192 1.613 -0.398
I -2.030 -2.254 0.701
H -0.126 0.483 -0.441
H 2.102 -1.780 0.352
H 0.618 2.072 0.121
H -0.326 2.005 -1.442
H -1.003 1.853 0.243

***

12
Properties=species:S:1:pos:R:3 method="wB97M-V/def2-TZVPD" gap_ev=6.2 fmax_ev_per_a=5.768 e_tot_ha=-1064.79577 total_charge=+1
C 0.255 1.572 -0.953
C -0.455 1.773 0.144
C -0.624 -1.496 0.287
N 0.596 -2.058 0.660
I 2.426 1.727 -1.153
I 0.202 2.800 1.817
I -1.940 -2.099 -1.312
H -0.212 1.310 -1.968
H -1.534 1.585 0.202
H 0.981 -2.922 0.251
H -0.967 -0.659 0.886
H 1.273 -1.534 1.140

***

12
Properties=species:S:1:pos:R:3 method="wB97M-V/def2-TZVPD" gap_ev=9.1 smiles="C/C=C/[Si](I)(I)I" fmax_ev_per_a=5.698 e_tot_ha=-1299.97766
C 0.013 -0.753 0.560
C -0.225 0.428 -0.262
C -1.001 -1.632 1.162
Si 0.945 1.570 -1.117
I 3.324 1.098 -0.669
I 0.497 1.403 -3.555
I 0.390 3.881 -0.407
H 1.048 -1.025 0.719
H -1.271 0.669 -0.402
H -0.895 -2.634 0.735
H -2.016 -1.281 1.000
H -0.809 -1.723 2.235

***

11
Properties=species:S:1:pos:R:3 method="wB97M-V/def2-TZVPD" gap_ev="7.3 / 7.1" s2=2.0191 fmax_ev_per_a=3.317 e_tot_ha=-524.30382 spin_multiplicity=3
C 0.078 1.251 0.121
C 0.432 0.733 -1.143
C 0.065 -0.834 0.983
N 0.074 0.610 1.205
N -0.173 -1.281 -0.399
I -2.146 -1.504 -0.782
H -0.176 2.345 0.125
H -0.026 0.804 -2.082
H 1.362 0.278 -1.109
H 1.078 -1.015 1.400
H -0.566 -1.386 1.680

***

12
Properties=species:S:1:pos:R:3 method="wB97M-V/def2-TZVPD" gap_ev="2.7 / 2.6" fmax_ev_per_a=2.030 e_tot_ha=-578.81943 total_charge=+1
C -0.022 -1.020 0.483
C 0.815 1.045 0.030
C -1.303 -0.655 -0.275
N 0.930 -0.206 0.593
N -0.355 1.506 -0.212
N -1.420 0.764 -0.148
I 5.194 -0.168 -0.244
H 0.061 -2.006 0.920
H 1.701 1.642 -0.102
H -1.141 -0.968 -1.320
H -2.194 -1.158 0.102
H -2.267 1.225 0.173

***

12
Properties=species:S:1:pos:R:3 method="wB97M-V/def2-TZVPD" gap_ev=9.0 fmax_ev_per_a=5.185 e_tot_ha=-619.86626 total_charge=+1
C 0.218 2.105 0.054
C 0.512 0.749 0.827
C -1.231 0.071 -0.776
N 0.031 -0.320 -0.210
O 0.797 3.126 0.212
O -0.767 1.976 -0.823
I -3.145 0.042 0.069
H 1.626 0.643 0.898
H 0.127 0.757 1.859
H -1.462 -0.025 -1.868
H 0.685 -0.561 -0.951
H 0.044 -1.260 0.166

***

10
Properties=species:S:1:pos:R:3 method="wB97M-V/def2-TZVPD" gap_ev="7.6 / 7.6" fmax_ev_per_a=2.736 e_tot_ha=-490.05539
C 1.754 -0.668 -1.107
C 0.555 -0.899 -0.615
C -1.569 0.414 1.143
O -1.252 1.753 1.452
I -1.274 0.315 -1.296
H 2.083 0.116 -1.712
H 2.515 -1.402 -0.783
H 0.168 -1.787 -0.144
H -2.683 0.386 1.410
H -0.297 1.773 1.651

***

16
Properties=species:S:1:pos:R:3 method="wB97M-V/def2-TZVPD" gap_ev=4.6 fmax_ev_per_a=5.950 e_tot_ha=-1243.95337 total_charge=-2
K -16.906 17.558 -10.044
O -13.793 15.516 -7.395
C -14.835 15.616 -8.284
O -14.703 15.262 -9.493
O -15.840 16.207 -7.915
H -14.302 16.094 -6.821
O -17.478 14.678 -13.718
C -18.212 15.035 -12.693
O -17.721 15.230 -11.554
O -19.322 15.326 -13.110
H -18.275 14.745 -14.249
C -20.389 18.908 -8.842
O -19.585 17.743 -9.026
H -20.153 19.550 -9.691
H -21.464 18.733 -8.790
H -20.393 19.361 -7.851

***

13
Properties=species:S:1:pos:R:3 method="wB97M-V/def2-TZVPD" gap_ev="10.0 / 9.2" s2=0.7570 fmax_ev_per_a=4.029 e_tot_ha=-542.07687 total_charge=+3 spin_multiplicity=2
H 0.005 -2.735 1.497
O -0.690 0.125 -1.407
C -0.388 1.141 -0.481
C 0.607 0.700 0.562
O -0.068 -0.253 1.486
C 0.225 -1.455 1.511
O 1.041 -2.089 0.804
Pb -2.485 -0.691 -1.614
Li 0.574 -0.002 -2.763
H -1.289 1.520 0.029
H 0.071 2.015 -0.976
H 0.910 1.530 1.206
H 1.487 0.192 0.145

***

13
Properties=species:S:1:pos:R:3 method="wB97M-V/def2-TZVPD" gap_ev="4.2 / 7.9" s2=0.7581 fmax_ev_per_a=5.272 e_tot_ha=-1653.51398 total_charge=+1 spin_multiplicity=2
C -1.218 1.695 -1.044
C -1.624 0.786 0.076
O -1.525 -0.528 -0.177
Lu -0.050 -2.111 -0.377
H -1.579 2.718 -0.863
H -0.122 1.678 -1.167
H -1.587 1.333 -2.024
H -2.506 1.078 0.671
H 1.159 0.024 1.549
O 1.208 -1.019 1.228
C 2.369 -1.663 0.810
O 2.035 -2.600 0.008
O 3.441 -1.391 1.310

***

9
Properties=species:S:1:pos:R:3 method="wB97M-V/def2-TZVPD" gap_ev=10.4 smiles=C#CCN fmax_ev_per_a=4.048 e_tot_ha=-171.97087
C -0.067 -0.853 0.041
C 0.652 0.424 0.172
C 1.077 1.488 0.548
H -1.782 0.161 -0.319
H -1.822 -1.482 -0.627
H -0.312 -1.333 1.049
H 0.703 -1.558 -0.388
H 1.683 2.305 0.800
N -1.206 -0.635 -0.726

***

9
Properties=species:S:1:pos:R:3 method="wB97M-V/def2-TZVPD" gap_ev=11.3 smiles="C[C@@H]1C=N1" fmax_ev_per_a=4.979 e_tot_ha=-171.96440
C -0.453 1.386 0.576
C -0.352 -0.084 0.517
C 0.392 -0.805 -0.670
N 0.568 0.934 1.214
H -0.856 2.282 0.271
H -0.948 -0.787 1.220
H 0.757 -0.205 -1.475
H -0.308 -1.287 -1.283
H 1.199 -1.434 -0.371

***

9
Properties=species:S:1:pos:R:3 method="wB97M-V/def2-TZVPD" gap_ev=11.8 smiles=CCC#N fmax_ev_per_a=5.902 e_tot_ha=-172.00955
C -1.614 0.033 0.025
C 1.051 -0.579 -0.054
C -0.301 0.614 0.037
N -2.698 -0.229 -0.058
H 0.888 -1.240 -0.840
H 1.899 0.058 0.052
H 0.946 -1.025 0.971
H -0.296 1.131 -0.919
H 0.125 1.237 0.788

***

9
Properties=species:S:1:pos:R:3 method="wB97M-V/def2-TZVPD" gap_ev=9.9 smiles="CC=C=N" fmax_ev_per_a=1.187 e_tot_ha=-171.99971
C -1.188 -0.328 -0.102
C 0.126 0.194 -0.602
C 1.253 -0.121 -0.029
N 2.247 -0.155 0.700
H -1.777 0.476 0.358
H -1.036 -1.105 0.654
H -1.760 -0.750 -0.929
H 2.010 0.661 1.268
H 0.191 0.961 -1.365

***

10
Properties=species:S:1:pos:R:3 method="wB97M-V/def2-TZVPD" gap_ev=8.6 fmax_ev_per_a=12.422 e_tot_ha=-226.37884 total_charge=+1
C 1.323 0.434 0.469
C 0.015 1.088 0.165
C -0.228 -1.064 -0.036
N 0.999 -0.839 0.272
N -0.916 0.056 -0.250
H -0.427 1.870 0.890
H 0.249 1.782 -0.639
H -0.750 -2.031 -0.572
H 1.621 -1.134 -0.239
H -1.885 -0.164 -0.060

***

10
Properties=species:S:1:pos:R:3 method="wB97M-V/def2-TZVPD" gap_ev=11.1 fmax_ev_per_a=5.072 e_tot_ha=-226.40270 total_charge=+1
C -0.159 -0.246 1.627
C 0.025 0.630 0.374
C -1.028 -0.220 -0.205
N -1.080 -0.969 1.162
N 0.265 -0.488 -0.711
H 0.233 -0.308 2.607
H 0.300 1.788 0.037
H -1.987 0.001 -0.842
H 0.379 0.015 -1.706
H 0.961 -1.269 -0.548

***

11
Properties=species:S:1:pos:R:3 method="wB97M-V/def2-TZVPD" gap_ev=7.9 smiles="[O-][N+]1=CC[NH+]=C1" fmax_ev_per_a=6.687 e_tot_ha=-301.65252 total_charge=+1
C 0.463 -1.042 0.012
C 0.568 1.092 -0.117
C -0.957 -0.587 -0.070
N -0.712 0.850 0.027
N 1.328 -0.065 -0.051
O 2.485 -0.086 -0.040
H 0.632 -2.065 0.171
H 0.898 2.104 -0.047
H -1.625 -0.726 -1.070
H -1.568 -0.960 0.782
H -1.513 1.487 0.402

***

11
Properties=species:S:1:pos:R:3 method="wB97M-V/def2-TZVPD" gap_ev=10.3 fmax_ev_per_a=2.762 e_tot_ha=-301.72136 total_charge=+1
C -1.620 0.079 0.263
C 0.276 -1.246 -0.093
C 0.773 0.938 -0.330
N -0.964 -1.074 -0.122
N 1.094 -0.153 0.380
O -1.223 1.200 0.137
H -2.660 -0.155 0.433
H 0.863 -2.095 -0.361
H 1.301 1.857 -0.061
H 0.319 0.759 -1.313
H 1.840 -0.111 1.068

***

11
Properties=species:S:1:pos:R:3 method="wB97M-V/def2-TZVPD" gap_ev="7.6 / 7.6" fmax_ev_per_a=5.549 e_tot_ha=-301.52635 total_charge=+1
C 1.272 1.364 -0.421
C 0.297 -0.886 0.294
C 1.452 0.280 0.203
N -1.827 0.058 -0.191
N -0.967 -0.845 -0.365
O -1.645 1.203 0.132
H 1.045 -1.557 -0.185
H 0.145 -1.174 1.301
H 2.340 -0.141 0.636
H -2.791 -0.303 -0.500
H 0.681 2.001 -0.903

***

11
Properties=species:S:1:pos:R:3 method="wB97M-V/def2-TZVPD" gap_ev="8.0 / 6.7" s2=2.0246 fmax_ev_per_a=5.091 e_tot_ha=-301.51160 total_charge=+1 spin_multiplicity=3
C -0.093 -1.150 -0.681
C -0.989 0.896 0.598
C 1.573 0.173 -0.446
N 1.208 -1.037 -0.268
N -1.089 -0.475 -0.402
O 0.047 1.573 0.238
H -1.944 1.533 0.456
H -1.034 0.237 1.565
H 2.506 0.720 -0.136
H 1.756 -1.792 -0.046
H -1.941 -0.676 -0.879

***

13
Properties=species:S:1:pos:R:3 method="wB97M-V/def2-TZVPD" gap_ev="8.7 / 8.7" fmax_ev_per_a=4.000 e_tot_ha=-452.06355 total_charge=+1
C -0.673 -0.089 -0.184
C 1.551 -0.097 -0.451
C 1.183 0.331 0.989
N 0.245 -0.629 -0.919
N -3.015 0.067 0.025
O -3.376 -0.974 -0.182
O -3.131 1.166 0.185
O -0.211 0.581 0.846
H 1.856 0.704 -1.091
H 2.287 -0.769 -0.389
H 1.294 -0.466 1.761
H 1.668 1.291 1.247
H 0.323 -1.116 -1.839

***

14
Properties=species:S:1:pos:R:3 method="wB97M-V/def2-TZVPD" gap_ev="8.2 / 8.3" fmax_ev_per_a=4.562 e_tot_ha=-527.29974 total_charge=+1
C 2.132 -0.928 -0.342
C -1.081 0.263 -0.418
C 2.383 -0.563 0.970
N -1.367 -0.499 0.646
N -1.946 1.140 -0.927
O 0.151 0.349 -0.603
O -1.051 -1.538 1.091
O 2.125 -1.368 -1.380
O -3.294 1.193 -0.478
H 3.248 -1.295 1.427
H 1.414 -0.754 1.526
H 2.671 0.525 1.109
H -1.502 1.985 -1.405
H -3.882 1.490 -1.216

***

12
Properties=species:S:1:pos:R:3 method="wB97M-V/def2-TZVPD" gap_ev=9.6 smiles="CC=[N+]=NC(=O)S" fmax_ev_per_a=3.699 e_tot_ha=-699.87800 total_charge=+1
C 1.682 -0.639 -0.061
C -0.890 0.776 -0.384
C -2.022 0.221 0.340
N 0.244 1.164 0.062
N 1.334 1.071 0.397
O 0.722 -1.286 -0.240
S 3.358 -0.721 0.120
H -1.158 0.992 -1.422
H -1.747 0.332 1.397
H -2.223 -0.869 0.236
H -2.842 0.886 0.003
H 3.544 -1.927 -0.448

***

11
Properties=species:S:1:pos:R:3 method="wB97M-V/def2-TZVPD" gap_ev="8.2 / 8.2" fmax_ev_per_a=4.402 e_tot_ha=-568.00572
C 1.596 -1.375 0.042
C -0.254 -0.067 0.017
C -1.576 0.553 -0.022
N 0.223 -1.226 0.016
N 1.160 1.404 -0.016
P 2.251 0.299 0.014
H 1.857 -2.346 -0.274
H -1.932 0.583 0.964
H -2.119 -0.336 -0.372
H -1.835 1.490 -0.454
H 3.521 0.584 -0.236

***

11
Properties=species:S:1:pos:R:3 method="wB97M-V/def2-TZVPD" gap_ev=10.4 smiles=Cc1cnn[nH]1 fmax_ev_per_a=1.086 e_tot_ha=-281.54370
C 0.033 1.487 -0.175
C 0.074 0.002 -0.058
C 0.532 -1.041 -0.808
N 0.337 -2.207 -0.103
N -0.253 -1.940 1.001
N -0.420 -0.581 1.072
H 0.013 1.792 -1.221
H -0.845 1.912 0.334
H 0.920 1.910 0.311
H 0.912 -1.038 -1.819
H -1.304 -0.297 1.466

***

11
Properties=species:S:1:pos:R:3 method="wB97M-V/def2-TZVPD" gap_ev=10.8 smiles=Cc1cnn[nH]1 fmax_ev_per_a=2.172 e_tot_ha=-281.51406
C 1.374 -0.682 0.332
C 0.055 -0.032 -0.034
N -0.153 0.940 -1.029
N -1.515 1.210 -1.063
N -2.111 0.530 -0.185
C -1.199 -0.300 0.424
H 1.633 -0.478 1.373
H 1.321 -1.769 0.222
H 2.192 -0.327 -0.291
H -0.047 1.945 -0.877
H -1.549 -1.037 1.129

***

11
Properties=species:S:1:pos:R:3 method="wB97M-V/def2-TZVPD" gap_ev=10.5 smiles="CN=C=N.C#N" fmax_ev_per_a=1.364 e_tot_ha=-281.50322
C -1.969 -0.209 0.026
N -0.647 -0.070 -0.513
C 0.274 0.608 -0.159
N 1.245 1.345 0.084
C 2.461 -1.025 0.047
N 1.568 -1.746 -0.065
H -2.623 -0.456 -0.809
H -2.023 -1.001 0.776
H -2.302 0.735 0.473
H 0.697 2.216 -0.015
H 3.318 -0.397 0.156

***

11
Properties=species:S:1:pos:R:3 method="wB97M-V/def2-TZVPD" gap_ev="8.3 / 8.3" fmax_ev_per_a=0.464 e_tot_ha=-281.47806
C -0.147 -0.359 -1.792
N -0.197 -0.005 -0.535
C -0.314 -0.938 0.584
N 0.009 -0.394 1.669
C 0.387 0.976 1.284
N -0.046 1.207 -0.067
H -0.287 -1.394 -2.063
H 0.115 0.421 -2.491
H 1.490 0.991 1.316
H -0.633 -1.963 0.419
H 0.017 1.719 1.991

***

11
Properties=species:S:1:pos:R:3 method="wB97M-V/def2-TZVPD" gap_ev=10.3 smiles=Cc1cnn[nH]1 fmax_ev_per_a=0.197 e_tot_ha=-281.55430
C 0.899 1.114 0.449
C 0.021 -0.022 0.038
C -0.197 -1.278 0.551
N -1.119 -1.920 -0.217
N -1.488 -1.138 -1.178
N -0.807 0.007 -1.032
H 1.881 0.747 0.755
H 1.045 1.819 -0.376
H 0.470 1.666 1.291
H 0.250 -1.746 1.416
H -0.957 0.752 -1.696

***

11
Properties=species:S:1:pos:R:3 method="wB97M-V/def2-TZVPD" gap_ev=8.4 smiles=Nc1ncc[nH]1 fmax_ev_per_a=5.035 e_tot_ha=-281.56296
C -0.499 -0.065 0.369
C 1.344 0.747 -0.323
C 0.951 -0.212 -1.224
H -1.325 -0.051 2.309
H -2.366 -0.851 0.882
H 2.211 1.436 -0.393
H 1.438 -0.568 -2.095
H -0.763 -1.440 -1.205
N -1.585 -0.257 1.170
N 0.399 0.804 0.668
N -0.240 -0.740 -0.757

***

11
Properties=species:S:1:pos:R:3 method="wB97M-V/def2-TZVPD" gap_ev=11.0 smiles=Cn1cnnc1 fmax_ev_per_a=0.575 e_tot_ha=-281.52877
C 0.856 -0.885 0.474
N 0.068 0.377 0.490
C -1.324 0.239 0.407
N -1.785 0.627 -0.735
N -0.697 1.080 -1.491
C 0.334 0.972 -0.731
H 0.368 -1.579 -0.223
H 0.933 -1.304 1.470
H 1.859 -0.694 0.076
H -1.963 -0.090 1.221
H 1.353 1.257 -0.958

***

11
Properties=species:S:1:pos:R:3 method="wB97M-V/def2-TZVPD" gap_ev=10.4 fmax_ev_per_a=11.579 e_tot_ha=-281.50635
C -0.627 -0.150 -0.156
C 0.513 -0.819 0.161
C 1.733 -0.252 -0.139
H -1.200 2.067 -0.338
H 0.470 1.503 -0.001
H -2.556 -0.067 -0.130
H 0.478 -1.756 -0.296
H 0.579 -1.130 1.187
N -0.509 1.293 0.115
N -1.794 -0.779 -0.215
N 2.913 0.090 -0.189

***

11
Properties=species:S:1:pos:R:3 method="wB97M-V/def2-TZVPD" gap_ev=10.5 smiles=Cn1cnnc1 fmax_ev_per_a=0.344 e_tot_ha=-281.55741
C -1.437 -0.194 -0.059
N -0.006 0.084 -0.009
C 0.776 1.211 0.051
N 2.041 0.889 0.104
N 2.125 -0.478 0.084
C 0.904 -0.926 0.018
H -1.638 -0.868 -0.898
H -2.037 0.707 -0.190
H -1.751 -0.698 0.861
H 0.426 2.236 0.051
H 0.597 -1.963 -0.014

***

11
Properties=species:S:1:pos:R:3 method="wB97M-V/def2-TZVPD" gap_ev=9.8 fmax_ev_per_a=3.950 e_tot_ha=-281.49266
C 1.971 0.558 0.081
C -0.263 -0.544 0.068
C -1.561 0.076 -0.148
N 2.872 -0.089 -0.336
N 0.236 -1.670 0.031
N 0.821 0.930 0.563
H -1.839 0.841 0.497
H -1.421 0.549 -1.056
H -2.361 -0.646 -0.388
H 1.098 -1.899 0.436
H 0.446 1.895 0.252

***

11
Properties=species:S:1:pos:R:3 method="wB97M-V/def2-TZVPD" gap_ev="7.9 / 7.9" fmax_ev_per_a=1.521 e_tot_ha=-281.36231
C -1.925 0.151 0.151
C 0.581 -0.660 -0.219
N 0.218 0.646 -0.740
N -0.489 0.350 0.428
N 3.021 0.055 0.164
C 1.868 -0.188 -0.075
H 3.398 0.916 0.543
H 0.179 -1.631 -0.489
H -2.285 1.039 -0.374
H -2.116 -0.716 -0.487
H -2.450 0.037 1.098

***

11
Properties=species:S:1:pos:R:3 method="wB97M-V/def2-TZVPD" gap_ev=10.7 smiles=N#CNN.C#C fmax_ev_per_a=2.709 e_tot_ha=-281.43176
N 0.066 1.039 2.226
N 0.684 0.605 1.027
H -0.938 0.869 2.182
H 0.400 0.541 3.048
H 1.368 1.233 0.624
H -0.986 1.159 -3.038
C 0.568 -0.655 0.571
C -0.836 0.048 -2.786
C -0.576 -1.060 -2.406
N 0.556 -1.806 0.503
H -0.305 -1.972 -1.952

***

11
Properties=species:S:1:pos:R:3 method="wB97M-V/def2-TZVPD" gap_ev=8.7 fmax_ev_per_a=0.763 e_tot_ha=-281.42870
N -1.783 -0.342 0.296
C -0.505 -0.440 -0.220
C 0.613 -1.159 0.221
C 1.727 -0.403 0.244
N 1.548 1.023 0.104
N 0.355 1.334 -0.032
H -2.002 -1.060 0.966
H -2.494 -0.227 -0.413
H -0.450 -0.351 -1.312
H 2.770 -0.717 0.289
H 0.221 2.343 -0.144

***

11
Properties=species:S:1:pos:R:3 method="wB97M-V/def2-TZVPD" gap_ev=10.1 fmax_ev_per_a=5.663 e_tot_ha=-281.46623
C 0.474 -0.818 -0.753
C 0.342 -0.374 -2.072
C 0.066 0.268 0.020
N 0.020 0.888 -2.052
N -0.158 1.321 -0.849
N -0.262 0.288 1.946
H 0.619 -1.713 -0.201
H 0.540 -0.912 -2.972
H -0.488 2.272 -0.717
H -0.040 -0.731 2.014
H 0.612 0.849 1.978

***

11
Properties=species:S:1:pos:R:3 method="wB97M-V/def2-TZVPD" gap_ev="7.2 / 7.8" fmax_ev_per_a=0.900 e_tot_ha=-281.45208
N -1.642 -0.774 -1.430
C -0.854 0.043 -0.884
C 1.581 -0.638 0.096
N 1.344 0.281 0.984
C 0.137 0.803 1.180
N -0.922 0.614 0.364
H -1.365 -0.849 -2.414
H 0.828 -1.257 -0.383
H 2.626 -0.904 -0.075
H -0.019 1.440 2.041
H -1.714 1.241 0.521

***

11
Properties=species:S:1:pos:R:3 method="wB97M-V/def2-TZVPD" gap_ev=10.4 smiles=Cn1cncn1 fmax_ev_per_a=2.949 e_tot_ha=-281.52425
C -1.518 -0.389 0.031
N -0.148 0.007 -0.143
C 0.498 1.186 -0.035
N 1.804 1.011 -0.062
C 1.895 -0.357 -0.204
N 0.728 -0.965 -0.306
H -1.874 -0.779 -0.920
H -1.578 -1.179 0.790
H -2.093 0.474 0.352
H -0.052 2.109 0.081
H 2.338 -1.117 0.417